A 2-piece molecular cluster, C3H7NO overall at a distorted geometry, computed with ωB97M-V/def2-TZVPD.

Values from the calculation:
Charge   0
Total energy   -248.474263 hartree
HOMO-LUMO gap   10.14 eV
LUMO energy   1.17 eV
Relative energy (zero: lowest compared OMol25 entry of this formula, charge and spin)   32.8 kcal/mol

Last column: natural (NBO) charge in e.
Atoms and positions in Å:
1 C 1.1692 -0.2802 0.4567  -0.42
2 N -0.0215 0.5475 0.3700  -0.63
3 C -0.3218 0.8386 -2.3995  0.51
4 O 0.7530 0.5557 -2.6383  -0.52
5 C -1.2619 -0.2052 0.4376  -0.42
6 H 1.2385 -0.9124 -0.4375  0.19
7 H 1.2033 -0.9426 1.3424  0.17
8 H 2.0560 0.3636 0.4707  0.20
9 H -0.0022 1.2480 1.1024  0.36
10 H -1.3534 -0.8525 1.3285  0.17
11 H -1.3463 -0.8444 -0.4495  0.19
12 H -2.1130 0.4840 0.4165  0.21

Forces on atoms 1 to 2 (eV/Å):
0.2 -0.1 0.0
0.0 0.0 0.3